No. 1
This record from OMol25 describes 7 unconnected molecules or ions with the total composition C27H57O22P in a non-equilibrium geometry. The level of theory is ωB97M-V with the def2-TZVPD basis set.

```
107
Properties=species:S:1:pos:R:3:lowdin_charge:R:1
C -3.73 7.99 3.25 -0.06
O -3.14 7.16 2.22 -0.18
P -2.32 7.82 1.06 0.34
O -2.12 6.98 -0.11 -0.20
O -0.97 8.30 1.75 -0.22
C 0.16 8.72 1.02 -0.10
O -3.15 9.15 0.80 -0.22
C -2.70 10.15 -0.10 -0.08
H -3.13 8.86 3.50 0.09
H -3.87 7.35 4.11 0.06
H -4.68 8.36 2.88 0.07
H 1.08 8.17 1.21 0.10
H 0.32 9.77 1.30 0.09
H 0.03 8.79 -0.06 0.07
H -3.57 10.63 -0.54 0.09
H -2.12 9.77 -0.95 0.09
H -2.10 10.89 0.44 0.08
C -10.27 8.93 6.67 -0.05
C -9.09 9.04 5.74 -0.21
O -7.98 9.57 6.49 0.04
C -6.77 9.34 6.00 -0.62
O -6.53 8.93 4.90 0.13
O -5.87 9.66 6.92 0.00
C -4.50 9.64 6.58 -0.02
H -9.99 8.34 7.54 0.08
H -11.11 8.45 6.16 0.08
H -10.55 9.90 7.07 0.08
H -9.20 9.55 4.79 0.10
H -8.77 8.03 5.43 0.13
H -4.21 10.54 6.02 0.10
H -4.28 8.73 6.02 0.07
H -3.93 9.68 7.50 0.10
C -4.18 13.36 3.53 -0.05
C -2.75 12.95 3.20 -0.21
O -1.93 14.10 3.01 0.04
C -1.70 14.46 1.75 -0.60
O -2.03 13.83 0.78 0.12
O -1.01 15.59 1.78 0.02
C -0.75 16.21 0.53 -0.04
H -4.52 14.09 2.79 0.08
H -4.22 13.83 4.52 0.08
H -4.86 12.52 3.54 0.07
H -2.73 12.29 2.34 0.10
H -2.32 12.41 4.05 0.12
H -0.91 15.54 -0.31 0.09
H 0.24 16.65 0.56 0.09
H -1.44 17.05 0.38 0.10
C 0.18 6.21 -1.96 -0.08
C -1.02 6.25 -2.87 -0.22
O -0.56 6.72 -4.15 0.04
C -1.31 6.41 -5.19 -0.62
O -2.37 5.85 -5.18 0.13
O -0.72 6.88 -6.29 0.00
C -1.41 6.63 -7.50 -0.05
H 0.64 7.18 -1.81 0.07
H 0.98 5.61 -2.41 0.08
H -0.07 5.77 -1.00 0.07
H -1.85 6.87 -2.52 0.11
H -1.43 5.24 -2.92 0.13
H -1.62 5.57 -7.65 0.10
H -0.77 6.93 -8.32 0.09
H -2.38 7.12 -7.46 0.10
C -1.99 6.24 6.12 -0.06
C -3.13 5.27 5.90 -0.21
O -4.41 5.87 6.14 0.01
C -4.79 6.03 7.41 -0.60
O -4.09 5.88 8.38 0.14
O -6.07 6.40 7.38 0.02
C -6.61 6.97 8.55 -0.04
H -1.67 6.31 7.16 0.08
H -2.39 7.23 5.88 0.06
H -1.10 6.01 5.54 0.08
H -3.01 4.31 6.41 0.13
H -3.19 5.04 4.84 0.12
H -7.43 6.38 8.96 0.10
H -7.03 7.96 8.38 0.08
H -5.91 7.03 9.38 0.10
C 0.73 9.01 4.96 -0.08
C 1.48 10.23 4.53 -0.17
O 2.49 10.52 5.55 0.03
C 3.62 9.82 5.51 -0.62
O 3.84 8.87 4.82 0.12
O 4.48 10.37 6.37 0.00
C 5.74 9.72 6.47 -0.04
H -0.07 8.77 4.23 0.06
H 0.28 9.11 5.95 0.08
H 1.18 8.02 4.92 0.08
H 0.91 11.15 4.58 0.12
H 1.97 10.07 3.57 0.12
H 5.65 8.86 7.13 0.10
H 6.43 10.42 6.92 0.09
H 6.12 9.42 5.49 0.09
C -7.23 9.84 1.45 -0.06
C -8.56 9.15 1.62 -0.22
O -9.64 9.89 1.09 0.06
C -10.07 10.90 1.83 -0.60
O -9.70 11.19 2.94 0.12
O -11.00 11.55 1.14 0.01
C -11.47 12.75 1.75 -0.04
H -7.18 10.76 2.02 0.08
H -7.07 10.08 0.40 0.09
H -6.40 9.17 1.68 0.06
H -8.67 8.89 2.68 0.11
H -8.49 8.17 1.13 0.13
H -12.23 13.21 1.12 0.09
H -10.65 13.47 1.83 0.10
H -11.90 12.54 2.73 0.10
```

Output
* HOMO-LUMO gap: 10.85 eV
* highest occupied orbital energy: -10.46 eV

No. 2
This record from OMol25 describes a single C5H8 molecule. The level of theory is ωB97M-V with the def2-TZVPD basis set.

```
13
Properties=species:S:1:pos:R:3:lowdin_charge:R:1
C 2.59 0.18 -0.43 -0.11
C 1.28 -0.12 0.13 -0.09
C 0.17 -0.37 0.55 -0.07
C -1.26 -0.51 0.82 -0.27
C -2.01 0.28 -0.27 -0.12
H 3.32 0.42 0.35 0.07
H 2.98 -0.67 -1.00 0.07
H 2.54 1.04 -1.10 0.08
H -1.56 -1.57 0.80 0.11
H -1.51 -0.15 1.82 0.11
H -1.65 1.31 -0.28 0.08
H -3.09 0.29 -0.12 0.07
H -1.79 -0.16 -1.25 0.08
```

Output
* HOMO-LUMO gap: 10.46 eV
* highest occupied orbital energy: -9.38 eV

No. 3
This record from OMol25 describes a single C15H24N2O molecule. The level of theory is ωB97M-V with the def2-TZVPD basis set.

```
42
Properties=species:S:1:pos:R:3:lowdin_charge:R:1
C -2.22 -3.31 -0.82 -0.10
C -1.63 -2.08 -0.15 -0.27
C -0.74 -2.41 1.05 -0.21
C 0.50 -3.24 0.73 -0.21
C 1.48 -2.58 -0.25 -0.21
C 2.09 -1.29 0.29 -0.21
C 3.14 -0.72 -0.65 -0.20
C 3.72 0.62 -0.18 -0.19
C 2.87 1.84 -0.58 -0.11
C 1.54 1.85 0.15 -0.49
O 1.45 2.03 1.34 0.08
N 0.47 1.63 -0.68 0.13
C -0.88 1.52 -0.35 -0.21
C -1.81 1.36 -1.37 -0.03
C -3.15 1.24 -1.06 -0.07
C -3.52 1.28 0.28 -0.17
N -2.65 1.43 1.26 0.07
C -1.37 1.55 0.97 -0.08
H -2.76 -3.92 -0.10 0.08
H -2.92 -3.02 -1.60 0.07
H -1.45 -3.92 -1.28 0.06
H -2.44 -1.44 0.19 0.09
H -1.06 -1.50 -0.89 0.09
H -0.45 -1.47 1.53 0.10
H -1.34 -2.96 1.78 0.11
H 1.03 -3.43 1.67 0.11
H 0.19 -4.20 0.32 0.10
H 0.98 -2.38 -1.20 0.11
H 2.29 -3.29 -0.45 0.11
H 1.30 -0.56 0.45 0.09
H 2.55 -1.48 1.26 0.13
H 2.72 -0.60 -1.66 0.11
H 3.96 -1.44 -0.74 0.11
H 4.71 0.75 -0.61 0.11
H 3.82 0.61 0.91 0.12
H 2.74 1.86 -1.66 0.11
H 3.40 2.74 -0.28 0.12
H 0.66 1.51 -1.66 0.14
H -1.48 1.33 -2.40 0.11
H -3.89 1.12 -1.84 0.10
H -4.55 1.19 0.58 0.10
H -0.70 1.68 1.80 0.11
```

Output
* HOMO-LUMO gap: 9.46 eV
* highest occupied orbital energy: -8.87 eV

No. 4
This record from OMol25 describes 2 unconnected molecules or ions with the total composition CH2ClFP2 in a non-equilibrium geometry. The level of theory is ωB97M-V with the def2-TZVPD basis set.

```
7
Properties=species:S:1:pos:R:3:lowdin_charge:R:1
C 0.69 -0.25 0.18 -1.27
F -1.56 -1.16 1.63 -0.43
P -0.44 -0.46 -1.33 0.56
P -1.14 0.16 0.71 0.64
Cl 1.77 1.13 0.14 0.44
H 1.18 -1.10 0.52 -0.02
H -0.51 1.69 -1.86 0.07
```

Output
* HOMO-LUMO gap (spin up / spin down): 8.34 / 8.34 eV
* highest occupied orbital energy (spin up / spin down): -9.68 / -9.68 eV

No. 5
This record from OMol25 describes a single C4H4NOP molecule in a non-equilibrium geometry. The level of theory is ωB97M-V with the def2-TZVPD basis set.

```
11
Properties=species:S:1:pos:R:3:lowdin_charge:R:1
C -1.66 -0.58 -0.17 0.04
C -0.64 0.32 -0.45 -0.19
C 0.70 0.34 0.51 -0.48
C 1.31 1.61 0.19 -0.32
N 1.77 2.63 -0.09 0.15
P 1.45 -1.15 -0.37 0.90
O 1.28 -2.37 0.40 -0.46
H -2.54 -0.61 -0.86 0.08
H -1.68 -1.22 0.60 0.02
H -0.38 0.99 -1.35 0.12
H 0.39 0.04 1.59 0.15
```

Output
* HOMO-LUMO gap: 8.76 eV
* highest occupied orbital energy: -9.76 eV

No. 6
This record from OMol25 describes a single C8H15NO2 molecule in a non-equilibrium geometry. The level of theory is ωB97M-V with the def2-TZVPD basis set.

```
26
Properties=species:S:1:pos:R:3:lowdin_charge:R:1
C -2.42 -2.61 -0.56 -0.10
C -1.23 -1.68 -0.33 -0.24
C -0.34 -1.70 -1.55 -0.22
O 0.62 -0.66 -1.64 -0.12
C 1.36 -0.42 -0.47 -0.18
C 0.87 0.75 0.37 -0.22
C 1.94 1.72 0.85 -0.13
C 1.04 2.68 1.65 -0.19
N -0.09 2.90 0.69 0.05
C -0.10 1.78 -0.23 -0.45
O -0.75 1.76 -1.18 0.17
H -3.16 -2.46 0.22 0.07
H -2.12 -3.65 -0.53 0.07
H -2.86 -2.37 -1.51 0.07
H -0.69 -2.04 0.54 0.10
H -1.62 -0.70 -0.11 0.11
H 0.13 -2.67 -1.70 0.13
H -0.99 -1.56 -2.41 0.12
H 1.47 -1.32 0.13 0.12
H 2.37 -0.18 -0.80 0.12
H 0.38 0.37 1.27 0.14
H 2.30 2.34 0.05 0.13
H 2.69 1.30 1.51 0.12
H 0.60 2.11 2.47 0.11
H 1.50 3.57 2.03 0.11
H -0.92 2.74 1.26 0.12
```

Output
* HOMO-LUMO gap: 10.02 eV
* highest occupied orbital energy: -9.30 eV

No. 7
This record from OMol25 describes a molecular structure, C6H8AgO6 in a non-equilibrium geometry. The level of theory is ωB97M-V with the def2-TZVPD basis set.

```
21
Properties=species:S:1:pos:R:3:lowdin_charge:R:1
O 3.90 -0.34 -0.65 0.04
C 4.84 0.54 -0.33 -0.71
O 5.54 0.44 0.70 0.19
O 5.04 1.49 -1.12 0.24
C 3.57 -1.36 0.31 -0.23
H 4.47 -1.97 0.51 0.13
H 3.27 -0.89 1.26 0.13
C 2.47 -2.22 -0.24 -0.10
H 2.52 -2.35 -1.33 0.08
H 2.45 -3.19 0.26 0.07
O -1.12 -0.48 0.66 -0.09
C -2.04 -1.10 0.02 -0.77
C 0.54 -1.57 0.07 -0.07
O -3.23 -1.11 0.38 -0.06
O -1.63 -1.99 -0.88 0.00
C -0.38 -2.62 -0.57 -0.17
H 0.64 -1.77 1.14 0.10
H 0.70 -0.74 -0.64 0.11
H -0.58 -3.44 0.12 0.13
H 0.02 -2.99 -1.52 0.12
Ag -3.99 0.87 1.93 0.86
```

Output
* multiplicity: 2
* HOMO-LUMO gap (spin up / spin down): 4.41 / 4.41 eV
* highest occupied orbital energy (spin up / spin down): -7.28 / -7.28 eV
* ⟨S²⟩: 0.758

No. 8
This record from OMol25 describes 2 unconnected molecules or ions with the total composition C2H4FNO2 in a non-equilibrium geometry. The level of theory is ωB97M-V with the def2-TZVPD basis set.

```
10
Properties=species:S:1:pos:R:3:lowdin_charge:R:1
C -1.11 -0.02 0.43 -0.04
C 0.14 0.43 -0.25 -0.35
N 1.34 -0.39 -0.02 -0.41
O 2.37 0.19 0.22 0.11
O 1.18 -1.59 -0.08 0.07
F 0.42 1.73 -0.15 0.08
H -1.40 -1.00 0.05 0.08
H -1.91 0.69 0.24 0.09
H -0.95 -0.10 1.51 0.10
H -0.10 0.06 -1.95 0.26
```

Output
* HOMO-LUMO gap: 10.05 eV
* highest occupied orbital energy: -10.96 eV

Short version: energy above the lowest of the compared OMol25 structures with the same formula, charge and spin = 0.00 25.58 5.87 56.42 30.23 50.43 89.20 127.39 kcal per mole, in the order given.